# 1
# C6H12N2

2 unconnected molecules or ions with the total composition C6H12N2 (ωB97M-V/def2-TZVPD, OMol25).

Summary:
ΔE to the lowest compared entry with this formula, charge and spin (kJ/mol): 213.1
HOMO (Eh): -0.2880

Geometry as XYZ:
```
20
Properties=species:S:1:pos:R:3:forces:R:3
C 2.4517 1.0798 0.3365 -0.046 -0.050 0.333
C -3.9525 0.3234 -1.0501 -0.088 0.108 -0.117
C 1.9765 0.4307 1.6282 0.085 0.171 -0.180
C -1.8842 -0.8835 0.0873 -0.390 0.202 -0.093
C -2.8203 -0.3428 -0.4348 0.306 -0.157 0.143
N -0.8480 -1.4466 0.7406 0.233 -0.395 0.151
C 2.1608 0.2859 -0.8907 0.358 0.524 -0.351
N 1.5628 -0.8178 -0.8516 -0.324 -0.620 0.092
H 0.0487 -1.2785 0.2824 0.044 -0.109 0.113
H -0.9906 -2.4318 0.9286 0.062 0.124 0.027
H 1.4203 -1.2718 -1.7513 0.168 0.283 -0.112
H 2.5242 0.7533 -1.8180 -0.104 -0.215 -0.026
H 1.9881 2.0634 0.2117 0.100 0.056 -0.045
H 3.5338 1.2456 0.3679 -0.015 0.104 -0.063
H -4.0757 1.3272 -0.6401 -0.110 0.004 -0.067
H -4.8632 -0.2447 -0.8577 -0.059 0.077 -0.060
H -3.8126 0.4005 -2.1298 -0.132 0.047 0.000
H 2.2875 1.0273 2.4822 0.005 0.028 0.085
H 0.8942 0.3458 1.6358 -0.084 -0.064 0.092
H 2.3984 -0.5658 1.7228 -0.011 -0.117 0.078
```
Positions in Å, forces in eV/Å.

# 2
# C6H12N2

2 unconnected molecules or ions with the total composition C6H12N2 (ωB97M-V/def2-TZVPD, OMol25).

Summary:
ΔE to the lowest compared entry with this formula, charge and spin (kJ/mol): 241.8
HOMO (Eh): -0.2923

Geometry as XYZ:
```
20
Properties=species:S:1:pos:R:3:forces:R:3
C 1.5393 -1.1335 -0.8422 1.028 0.454 -0.824
C 1.3251 0.3717 -0.8602 1.246 0.408 0.373
C 2.2001 1.2671 -0.3446 -0.075 -0.142 -0.173
N 2.0344 2.6767 -0.3560 -0.689 0.035 0.236
H 2.2111 -1.4384 -0.0285 -0.023 0.105 -0.236
H 0.6006 -1.6268 -0.6795 -0.531 -0.355 -0.004
H 1.9689 -1.5193 -1.8105 -0.435 0.339 0.886
H 0.3957 0.7279 -1.2992 0.109 0.020 0.139
H 3.2006 0.9895 0.0635 -0.989 -0.110 -0.255
H 2.4083 3.1596 0.4706 -0.290 -0.492 -0.641
H 1.0585 2.9694 -0.5329 0.927 -0.280 0.194
C -2.8081 -0.2228 0.3934 -1.292 -0.416 0.122
C -3.1271 -1.5224 0.1329 1.198 1.537 0.466
C -0.7000 -0.3056 1.3409 -1.663 0.592 -0.763
N -1.4996 0.2596 0.4924 1.441 -1.486 0.616
H -3.6001 0.5643 0.4383 0.687 -0.760 -0.079
H -2.3354 -2.2632 0.0022 -0.222 0.223 0.067
H -4.1403 -1.8401 0.0086 -0.393 0.012 -0.077
H 0.3763 -0.2519 1.2186 -0.099 0.627 0.224
H -1.1082 -0.8620 2.1923 0.064 -0.311 -0.271
```
Positions in Å, forces in eV/Å.

# 3
# C6H12N2

A single C6H12N2 molecule (ωB97M-V/def2-TZVPD, OMol25).

Summary:
ΔE to the lowest compared entry with this formula, charge and spin (kJ/mol): 94.0
HOMO (Eh): -0.3068

Geometry as XYZ:
```
20
Properties=species:S:1:pos:R:3:forces:R:3
C 0.3757 -1.6955 -1.4214 0.011 -0.220 0.123
C -1.1986 2.3801 1.7058 -0.112 0.179 0.317
C -1.1082 -1.6033 -1.0672 0.129 -0.047 -0.250
N -0.5993 1.0752 1.7945 -0.107 0.421 0.524
C 1.2341 -0.8416 -0.5134 -0.136 0.143 -0.220
C 0.2145 0.6144 0.8400 0.105 0.175 -0.798
C 2.3873 -0.3013 -0.8853 0.261 -0.127 0.006
N 0.6200 -0.5796 0.7194 0.077 -0.107 0.267
H -0.9245 0.4468 2.4998 -0.040 -0.311 0.174
H 0.4546 1.3799 0.0853 -0.006 -0.160 0.063
H 0.6975 -2.7372 -1.3362 -0.005 -0.024 -0.058
H 0.5390 -1.3826 -2.4550 0.068 -0.100 0.034
H -2.2813 2.3145 1.5853 -0.029 0.035 -0.067
H -0.7848 2.9052 0.8470 -0.031 0.019 0.030
H -0.9911 2.9661 2.6029 -0.007 0.091 -0.046
H 2.9632 0.3078 -0.2101 0.085 0.098 0.192
H 2.8260 -0.5121 -1.8456 -0.023 -0.028 -0.239
H -1.2784 -1.9635 -0.0545 -0.076 0.054 -0.035
H -1.6938 -2.2054 -1.7594 -0.083 -0.016 -0.050
H -1.4519 -0.5679 -1.1320 -0.082 -0.076 0.032
```
Positions in Å, forces in eV/Å.

# 4
# C6H12N2O

2 unconnected molecules or ions with the total composition C6H12N2O (ωB97M-V/def2-TZVPD, OMol25).

Summary:
ΔE to the lowest compared entry with this formula, charge and spin (kJ/mol): 806.0
HOMO (Eh): -0.2823

Geometry as XYZ:
```
21
Properties=species:S:1:pos:R:3:forces:R:3
C 1.5388 1.2614 -0.3745 1.440 2.688 -2.636
C 1.1813 -0.1906 -0.3192 -2.661 -2.558 -0.663
C 2.4279 -0.9956 -0.1545 1.943 1.458 -3.441
C -2.2839 -1.1749 0.1076 1.018 0.855 1.067
C -3.0362 0.2746 0.2448 -0.320 -3.658 0.511
C -1.6688 0.8544 0.1636 1.136 3.747 -0.952
H 1.4006 1.9586 -1.5023 0.013 -2.556 3.373
H 2.9770 1.1871 -0.0372 -4.716 0.969 -1.065
H 0.9828 1.7657 0.4185 0.307 0.454 -0.257
H 2.4266 -1.9310 0.2867 -0.628 -1.384 1.875
H 2.8873 -1.3629 -1.1880 -0.674 1.459 1.550
H 3.5653 -0.4458 1.5568 -0.858 1.914 -4.846
H -2.7291 -1.6621 -0.7416 -0.239 -1.519 0.466
H -1.7497 -1.7171 0.9902 -2.250 0.202 -1.063
H -3.4891 0.2588 -0.7403 -0.469 0.783 0.121
H -3.7679 0.3373 1.0490 0.353 0.569 -0.018
H -1.7288 1.7477 -0.6374 0.877 -1.597 1.924
H -1.1639 1.2229 1.1361 -0.797 -0.690 -1.353
N 0.0832 -0.9676 -0.3401 1.453 3.303 0.708
N -1.1803 -0.3964 -0.3888 2.012 0.639 -1.225
O 3.3272 -0.0245 0.4705 3.061 -5.078 5.926
```
Positions in Å, forces in eV/Å.